Here is a structure of composition C15H8N3O5S3Se2Te2Ti from the Open Molecules 2025 dataset. Energies are from wB97M-V/def2-TZVPD.

Last column: natural (NBO) charge in e.
CARTESIAN COORDINATES (ANGSTROEM)
C: 0.858 4.495 -0.632  -0.283
C: -0.070 2.171 0.513  0.145
C: 0.241 -3.817 1.618  -0.200
C: 1.413 3.261 -0.919  0.147
C: -2.416 -3.376 0.958  -0.237
S: -2.578 -0.635 -2.891  0.382
H: -3.449 -3.182 0.728  0.244
H: -2.878 -4.729 2.534  0.205
N: -1.683 -1.944 -0.889  -0.260
H: 1.270 5.396 -1.064  0.235
H: -0.511 -5.150 3.119  0.201
N: 0.937 2.162 -0.352  -0.476
C: -1.408 -2.781 0.211  0.211
Te: 4.440 -1.074 -1.237  0.216
C: 2.621 2.897 -1.790  0.781
C: -1.002 -0.275 -2.179  -0.119
H: -0.396 6.444 0.163  0.485
S: 0.031 0.960 -2.689  -0.137
O: -1.141 0.436 1.812  -0.573
H: -1.501 3.394 1.556  0.250
C: -0.694 3.356 0.845  -0.252
C: -0.223 4.538 0.257  0.351
Ti: 1.850 0.449 -0.711  0.926
S: -4.119 -2.866 -1.640  -0.206
N: -0.713 -1.054 -1.196  -0.332
C: -2.785 -1.915 -1.676  -0.103
H: 0.712 -2.507 -0.006  0.250
C: -0.075 -2.986 0.562  -0.217
C: -0.242 0.757 1.074  0.787
O: -0.821 5.694 0.602  -0.649
Se: 3.221 1.569 1.468  -0.462
Te: 3.659 -0.859 1.347  0.245
O: 2.878 1.634 -1.684  -0.717
H: 1.280 -3.960 1.882  0.208
C: -0.762 -4.469 2.318  -0.224
Se: 2.192 -1.516 -2.211  -0.301
C: -2.085 -4.237 1.988  -0.213
O: 3.226 3.716 -2.438  -0.582
O: 0.722 0.004 0.651  -0.726

Cartesian forces, eV/Å:
C 0.0 -0.3 0.0
C 0.2 0.1 0.1
C -0.1 -0.1 0.0
C 0.0 0.0 0.1
C -0.1 0.1 -0.1
S 0.4 -0.5 0.9
H 0.0 0.0 0.0
H 0.0 0.0 0.1
N -0.9 0.3 -0.7
H 0.1 0.0 -0.1
H 0.0 0.0 0.1
N -0.8 1.9 0.5
C 0.2 -0.5 0.5
Te 0.4 -0.3 0.0
C -0.2 1.3 0.1
C -0.7 -0.5 -0.1
H -0.1 -0.2 0.1
S 0.4 0.1 -0.2
O 0.1 0.2 -0.1
H -0.1 -0.1 0.1
C 0.1 0.1 -0.1
C 0.4 -0.6 -0.2
Ti 1.8 -2.1 -0.7
S -0.7 -0.3 -0.2
N 0.5 0.4 -0.3
C 0.1 0.3 -0.3
H -0.1 0.0 0.1
C 0.1 0.1 -0.3
C -0.9 0.7 0.7
O -0.1 0.4 0.1
Se 0.2 -0.2 -0.2
Te 0.3 -0.3 0.2
O 0.6 1.0 -1.1
H 0.1 0.0 0.0
C 0.0 0.0 0.1
Se 0.2 -0.3 -0.1
C 0.1 -0.1 0.1
O -0.1 0.0 0.0
O -1.1 -0.4 1.1

* HOMO energy: -0.1695 Ha
* total charge: -1
* HOMO-LUMO gap: 6.38 eV
* energy relative to the best compared isomer or geometry (same formula, charge and spin): 14.8 kcal per mole

Here is a structure of composition C14H21NPPb from the Open Molecules 2025 dataset. Energies are from wB97M-V/def2-TZVPD.

Last column: natural (NBO) charge in e.
CARTESIAN COORDINATES (ANGSTROEM)
Pb: -0.936 0.502 -1.158  0.203
C: 0.184 1.515 0.885  -0.427
H: -3.033 1.837 1.985  0.195
P: 1.483 0.358 0.225  0.712
C: 0.473 2.861 0.600  -0.361
H: -3.157 -1.834 -4.218  0.209
H: 0.366 -0.488 3.040  0.216
H: -2.294 -1.174 -5.543  0.190
N: 0.782 0.677 -3.076  -1.092
C: -0.471 3.837 0.904  -0.167
H: -1.373 -1.340 -3.858  0.228
H: 0.133 -4.792 2.330  0.201
C: -2.032 2.123 1.635  -0.142
H: -1.298 0.079 1.710  0.247
C: 0.470 -1.358 2.358  -0.194
H: -0.296 -2.782 3.782  0.198
H: 3.584 0.116 1.236  0.219
C: 0.963 -1.219 1.036  -0.320
C: -1.087 1.124 1.423  -0.348
C: 0.334 -3.777 1.976  -0.244
H: 0.856 1.712 -3.115  0.379
H: -2.434 4.283 1.740  0.193
C: 2.769 0.817 1.329  -1.056
H: 1.451 3.105 0.178  0.200
H: 2.402 0.795 2.347  0.205
C: -2.331 -1.132 -4.425  -0.866
H: 1.597 -2.166 -0.816  0.217
H: -0.214 4.885 0.705  0.194
H: -2.605 -0.160 -4.083  0.232
C: 0.867 -3.612 0.683  -0.221
H: 1.618 0.340 -2.550  0.379
H: -1.382 -1.296 -0.753  -0.366
H: 3.128 1.808 1.097  0.221
C: -1.715 3.487 1.445  -0.365
C: 1.200 -2.335 0.199  -0.201
H: 0.818 0.309 -4.047  0.369
C: 0.151 -2.648 2.798  -0.235
H: 1.030 -4.459 -0.005  0.199

Cartesian forces, eV/Å:
Pb -1.9 -0.2 -1.1
C 0.8 -1.4 0.0
H 0.4 0.2 0.0
P -2.0 -0.2 -0.4
C -0.3 0.7 0.3
H 0.6 0.2 0.6
H 0.1 -0.7 -0.7
H 0.7 0.3 0.8
N 1.2 0.0 -1.2
C -0.2 0.1 -0.1
H -1.1 -0.3 -1.0
H -0.1 0.4 0.0
C 0.0 -0.3 0.2
H 0.0 0.7 -0.5
C 0.5 -0.5 -0.6
H 0.2 0.0 -0.1
H 0.5 -0.3 -0.1
C 0.7 0.0 -0.5
C 0.0 0.9 0.9
C 0.4 0.5 -0.4
H -0.1 -1.0 0.0
H 0.5 -0.7 -0.4
C 1.5 0.3 1.8
H -0.3 0.1 0.2
H 0.1 0.1 0.6
C 0.3 -1.0 -0.5
H -0.3 -0.2 0.6
H -0.2 -0.3 0.2
H -0.4 0.8 0.0
C 0.3 0.3 -0.5
H -0.6 0.3 -0.4
H -0.1 -0.1 -0.1
H 0.2 0.4 -0.1
C -0.1 0.8 0.1
C -0.8 -0.3 1.4
H 0.1 0.5 0.9
C -0.2 -0.3 -0.3
H -0.2 0.3 0.6

* HOMO energy: -0.0195 Ha
* total charge: -1
* HOMO-LUMO gap: 3.86 eV
* energy relative to the best compared isomer or geometry (same formula, charge and spin): 6.0 kcal per mole

Here is a structure of composition C7H15N4O2 from the Open Molecules 2025 dataset. Energies are from wB97M-V/def2-TZVPD.

Last column: natural (NBO) charge in e.
CARTESIAN COORDINATES (ANGSTROEM)
H: -0.803 -1.467 1.531  0.188
C: 0.544 0.104 0.838  -0.260
H: 5.085 -1.381 1.373  0.501
H: 1.330 -1.162 -0.702  0.455
H: -3.124 -1.508 0.258  0.184
H: -1.868 -0.861 -1.802  0.242
H: 1.064 -0.375 1.635  0.249
C: -1.110 -0.791 -1.080  -0.241
N: 3.275 -1.048 0.579  0.060
C: -3.010 -0.409 0.237  -0.420
C: -0.808 -0.441 1.207  -0.237
H: -0.810 -1.798 -0.893  0.181
N: -1.639 -0.112 0.085  -0.434
H: 3.566 2.712 -1.019  0.292
H: 0.380 -0.036 -2.456  0.233
N: 1.082 -0.142 -0.495  -0.385
C: 2.740 2.037 -0.982  -0.371
H: -3.310 0.032 1.212  0.211
H: 1.824 2.530 -1.466  0.269
O: 4.841 0.553 0.145  -0.421
H: 0.580 1.183 0.908  0.222
O: 4.281 -1.777 1.182  -0.491
H: -1.216 0.109 2.036  0.237
H: -0.343 1.119 -1.219  0.240
H: -3.497 0.235 -0.529  0.223
C: 2.721 0.859 -0.456  0.362
N: 3.703 0.071 0.088  0.175
C: 0.053 0.116 -1.408  -0.262

Cartesian forces, eV/Å:
H 0.1 -1.0 -0.2
C 0.2 0.0 2.4
H 2.7 2.5 0.1
H 0.3 1.7 1.0
H -0.9 0.4 -0.3
H -0.7 0.4 -1.5
H 1.9 0.2 0.1
C 0.5 1.5 1.2
N 2.7 0.2 0.4
C -1.0 1.0 1.1
C -1.0 1.4 -1.4
H 0.4 -1.1 0.3
N 0.2 -1.0 0.0
H 0.9 -0.1 0.3
H 0.2 0.3 0.5
N 4.1 -1.5 1.0
C -2.3 1.7 -1.3
H -0.2 -0.5 -0.5
H 1.2 -1.2 0.9
O 0.3 -0.1 0.1
H -0.2 0.1 0.4
O -4.6 -1.7 -1.1
H 0.3 0.5 0.7
H 0.3 0.0 -0.6
H -0.5 -1.3 0.3
C -4.2 -1.3 -1.6
N 0.5 -2.1 1.7
C -1.1 1.2 -3.9

* HOMO energy (alpha / beta): -0.4651 / -0.4651 Ha
* total charge: +1
* HOMO-LUMO gap (alpha / beta): 8.13 / 8.13 eV
* energy relative to the best compared isomer or geometry (same formula, charge and spin): 204.0 kcal per mole

Here is a cluster of 2 separate species, C2H2INO3 in total from the Open Molecules 2025 dataset. Energies are from wB97M-V/def2-TZVPD.

Last column: natural (NBO) charge in e.
CARTESIAN COORDINATES (ANGSTROEM)
O: -2.639 0.584 0.174  -0.591
C: 1.981 -1.272 0.074  0.332
H: -1.401 -0.998 0.191  0.428
C: -0.188 0.617 -0.052  0.680
O: 2.331 -2.378 0.186  -0.494
O: 0.535 1.535 -0.178  -0.490
I: 3.287 0.446 -0.232  0.060
N: -1.269 -0.009 0.044  -0.396
H: -2.637 1.473 -0.206  0.471

Cartesian forces, eV/Å:
O -0.5 -0.1 0.3
C -0.2 -1.8 0.2
H 0.3 0.2 -0.1
C 1.7 -1.4 0.0
O -0.7 1.4 -0.1
O -0.8 0.9 0.0
I 1.1 0.6 -0.1
N -1.2 0.2 0.0
H 0.4 0.0 -0.2

* HOMO energy (alpha / beta): -0.3139 / -0.2878 Ha
* total charge: 0
* HOMO-LUMO gap (alpha / beta): 8.20 / 6.23 eV
* energy relative to the best compared isomer or geometry (same formula, charge and spin): 122.5 kcal per mole

Here is a cluster of 2 separate species, C2H11N5 in total from the Open Molecules 2025 dataset. Energies are from wB97M-V/def2-TZVPD.

Last column: natural (NBO) charge in e.
CARTESIAN COORDINATES (ANGSTROEM)
N: 2.191 -0.112 -0.363  -0.679
N: -0.180 -0.930 -0.984  -0.333
N: 0.547 1.555 -0.006  -0.637
H: 1.576 -0.439 2.192  0.207
H: -2.006 0.250 -2.135  0.194
H: -3.266 -0.212 -0.974  0.201
H: 0.968 2.161 0.695  0.330
H: 0.214 -1.856 -0.790  0.316
N: -1.379 -0.903 -0.456  -0.319
H: -2.102 1.066 -0.570  0.167
C: -2.224 0.093 -1.072  -0.453
H: -0.441 1.585 0.241  0.356
H: 2.074 -1.065 -0.719  0.344
C: 0.570 -0.485 1.783  -0.428
H: 0.247 -1.525 1.752  0.217
H: 2.392 0.487 -1.159  0.381
N: 0.981 0.221 0.243  -0.073
H: -0.161 0.109 2.321  0.208

Cartesian forces, eV/Å:
N 1.4 -0.5 1.1
N -4.7 0.3 -0.4
N 0.5 -0.9 0.9
H -0.2 0.0 0.7
H 0.1 -0.1 0.1
H 0.0 0.0 0.1
H 0.3 0.2 0.0
H 0.3 0.3 1.2
N 2.6 -1.5 -1.5
H -0.4 -0.2 -0.1
C 0.0 0.9 -0.1
H 0.1 -0.3 -0.4
H 0.1 0.4 -0.2
C 2.7 1.5 -2.4
H -0.1 0.2 -0.9
H -0.5 0.2 0.3
N -2.5 -0.9 1.9
H 0.1 0.3 -0.4

* HOMO energy: -0.2628 Ha
* SMILES: [H]/N=N/C.CN(N)N
* total charge: 0
* HOMO-LUMO gap: 8.08 eV
* energy relative to the best compared isomer or geometry (same formula, charge and spin): 155.7 kcal per mole

Here is a structure of composition C13H11CuI2N4S from the Open Molecules 2025 dataset. Energies are from wB97M-V/def2-TZVPD.

Last column: natural (NBO) charge in e.
CARTESIAN COORDINATES (ANGSTROEM)
C: -0.488 0.898 -5.972  -0.223
N: 0.326 0.719 -1.754  -0.254
I: -3.948 -1.415 3.603  0.094
H: -0.751 4.719 -0.711  0.422
C: 1.602 -2.592 -0.015  0.079
H: -0.799 4.250 -2.389  0.423
S: 0.166 2.485 0.566  -0.290
I: -2.096 -0.931 1.738  -0.083
N: 1.192 -1.491 -0.634  -0.569
H: 2.294 -4.612 -0.172  0.250
C: 0.603 -0.012 -4.034  -0.156
H: 2.043 -4.645 -2.656  0.245
C: 1.787 -3.766 -2.085  -0.112
Cu: 0.644 0.269 0.122  1.123
H: 0.634 0.814 -7.794  0.229
C: 1.700 -0.077 -6.170  -0.207
C: 1.931 -3.749 -0.704  -0.232
N: -0.077 1.910 -2.059  -0.403
C: 1.061 -1.484 -1.982  0.175
C: 1.327 -2.632 -2.729  -0.209
H: 2.562 -0.337 -6.766  0.229
H: 2.560 -0.834 -4.360  0.217
C: 0.628 -0.233 -2.583  0.201
H: 1.685 -2.539 1.062  0.223
H: -1.338 0.893 -4.005  0.219
N: -0.635 4.018 -1.423  -0.743
C: -0.490 0.626 -4.617  -0.096
H: 1.176 -2.622 -3.797  0.257
C: -0.201 2.804 -1.099  0.314
C: 0.613 0.562 -6.745  -0.170
C: 1.698 -0.371 -4.819  -0.182
H: -1.340 1.385 -6.421  0.228

Cartesian forces, eV/Å:
C 0.0 0.0 0.0
N 0.5 -1.2 1.4
I 0.3 0.1 -0.2
H 0.0 0.0 -0.1
C 0.1 -0.2 0.1
H 0.0 0.0 0.0
S 0.2 -1.0 0.3
I -0.2 0.0 0.0
N -0.2 0.3 0.0
H 0.0 -0.1 0.1
C 0.0 0.0 -0.2
H 0.0 -0.1 0.0
C 0.0 0.1 0.4
Cu -0.1 0.8 -0.1
H 0.0 0.0 -0.1
C 0.1 0.0 0.0
C 0.0 0.0 -0.2
N -0.6 1.5 -1.5
C 0.2 -0.9 0.2
C -0.1 0.4 0.2
H 0.0 0.0 -0.1
H 0.1 0.0 0.0
C -0.3 1.1 -0.4
H 0.0 0.0 0.0
H -0.1 0.0 0.0
N 0.0 0.1 0.0
C 0.0 -0.2 0.0
H 0.0 0.0 0.0
C 0.2 -0.9 0.2
C 0.1 0.0 0.0
C -0.1 0.2 0.1
H -0.1 0.0 -0.1

* HOMO energy (alpha / beta): -0.4221 / -0.4197 Ha
* 2S+1: 2
* total charge: +1
* <S²>: 0.757
* HOMO-LUMO gap (alpha / beta): 6.79 / 5.76 eV
* energy relative to the best compared isomer or geometry (same formula, charge and spin): 8.0 kcal per mole

| no. | strongest force on any atom (hartree/bohr) | DFT total energy (Eh) |
| --- | --- | --- |
| 1 | 0.055 | -8500.11492 |
| 2 | 0.046 | -1134.88092 |
| 3 | 0.097 | -644.69775 |
| 4 | 0.042 | -655.40824 |
| 5 | 0.092 | -356.34576 |
| 6 | 0.044 | -3354.86129 |